Entry 1:
Computed, not measured: a molecular structure, C34H31AsCl3CuN3O2PS, with ωB97M-V with the def2-TZVPD basis set.

Properties
HOMO energy: -7.5572 eV
Energy above the lowest of the compared OMol25 structures with the same formula, charge and spin: 7.9 kcal/mol

Cartesian coordinates (Å):
1 Cu 0.1817 0.7423 -1.5892
2 O -1.2947 4.3569 -2.9394
3 C -0.9209 3.5179 -2.1142
4 O -0.1968 2.5169 -2.4217
5 C -1.4055 3.7356 -0.6696
6 C -1.8753 5.0331 -0.4306
7 C -2.3708 5.4244 0.7964
8 C -2.4299 4.5081 1.8372
9 C -1.9760 3.2233 1.6238
10 C -1.4536 2.8142 0.3903
11 P -0.8509 1.0762 0.3513
12 C 0.2510 1.0784 1.8150
13 C 1.5357 1.5813 1.6079
14 C 2.4606 1.6146 2.6383
15 C 2.1180 1.1249 3.8920
16 C 0.8426 0.6267 4.1100
17 C -0.0897 0.6098 3.0801
18 C -2.3098 0.1022 0.8255
19 C -3.5910 0.5500 0.5166
20 C -4.6933 -0.2582 0.7524
21 C -4.5282 -1.5207 1.2982
22 C -3.2533 -1.9799 1.6001
23 C -2.1511 -1.1779 1.3562
24 H -1.8419 5.7267 -1.2577
25 H -2.7146 6.4408 0.9404
26 H -2.8233 4.7911 2.8051
27 H -2.0235 2.5076 2.4359
28 H 1.8038 1.9579 0.6254
29 H 3.4510 2.0146 2.4615
30 H 2.8424 1.1351 4.6961
31 H 0.5668 0.2523 5.0876
32 H -1.0857 0.2282 3.2677
33 H -3.7296 1.5294 0.0749
34 H -5.6827 0.0995 0.4986
35 H -5.3890 -2.1506 1.4814
36 H -3.1157 -2.9699 2.0161
37 H -1.1591 -1.5506 1.5782
38 S -1.6119 -0.6585 -2.8368
39 C -2.7235 0.4983 -3.3513
40 N -2.2881 1.6249 -4.0076
41 C -3.0988 2.6016 -4.4349
42 C -4.4466 2.4531 -4.2743
43 C -4.8604 1.3014 -3.5901
44 N -4.0536 0.3705 -3.1339
45 H -1.2814 1.7752 -4.0199
46 H -2.6227 3.4682 -4.8637
47 H -5.1404 3.2132 -4.5958
48 H -5.9164 1.1434 -3.3906
49 Cl 5.5755 0.7571 -2.8272
50 C 4.5338 1.1984 -1.4702
51 Cl 5.0963 0.4290 0.0184
52 Cl 4.4753 2.9551 -1.2728
53 C 3.1750 0.7331 -1.7432
54 N 2.1008 0.3703 -1.9103
55 C 0.3067 -4.5313 0.2149
56 As 0.4972 -2.7395 -0.5648
57 C 1.6151 -3.2689 -2.0836
58 C 1.8998 -2.0550 0.6815
59 C 3.0788 -2.9432 0.9066
60 C 4.1429 -2.9755 0.0049
61 C 5.2271 -3.8167 0.2051
62 C 5.2695 -4.6493 1.3149
63 C 4.2185 -4.6291 2.2206
64 C 3.1371 -3.7844 2.0169
65 H 1.2716 -5.0234 0.3368
66 H -0.3235 -5.1265 -0.4458
67 H -0.1872 -4.4621 1.1849
68 H 2.4260 -3.9335 -1.7870
69 H 2.0195 -2.3816 -2.5706
70 H 0.9717 -3.7811 -2.7991
71 H 1.3826 -1.8591 1.6245
72 H 2.1981 -1.0845 0.2839
73 H 4.1178 -2.3316 -0.8667
74 H 6.0417 -3.8220 -0.5085
75 H 6.1147 -5.3063 1.4727
76 H 4.2415 -5.2714 3.0918
77 H 2.3226 -3.7701 2.7325

***

Entry 2:
Computed, not measured: a molecular structure, C34H31Br4GeLiO2P2 in a non-equilibrium geometry, with ωB97M-V with the def2-TZVPD basis set.

Properties
Spin multiplicity: 2
⟨S²⟩: 0.754
HOMO energy (alpha / beta): -3.5504 / -3.5415 eV
Energy above the lowest of the compared OMol25 structures with the same formula, charge and spin: 4.4 kcal/mol
Net charge: -1

Cartesian coordinates (Å):
1 Li -0.2367 -1.0755 -1.7129
2 C -1.3325 -4.4026 0.2279
3 P -1.2049 -2.5602 0.2336
4 C -2.9708 -2.1388 0.5685
5 C -0.3994 -2.3185 1.8677
6 C -0.9612 -2.6857 3.0847
7 C -0.2799 -2.4524 4.2695
8 C 0.9599 -1.8300 4.2451
9 C 1.5384 -1.4666 3.0374
10 C 0.8775 -1.7237 1.8385
11 P 1.4939 -1.2508 0.1801
12 C 3.0848 -0.4010 0.5349
13 C 2.1912 -2.8548 -0.4070
14 H -1.9791 -4.7591 1.0312
15 H -0.3389 -4.8344 0.3408
16 H -1.7285 -4.7168 -0.7386
17 H -3.3462 -2.5228 1.5184
18 H -3.5643 -2.5595 -0.2450
19 H -3.0819 -1.0545 0.5644
20 H -1.9436 -3.1426 3.1174
21 H -0.7144 -2.7442 5.2183
22 H 1.4821 -1.6278 5.1729
23 H 2.5058 -0.9796 3.0328
24 H 3.8055 -1.0537 1.0311
25 H 2.9194 0.5018 1.1236
26 H 3.4845 -0.0984 -0.4354
27 H 2.7739 -3.3473 0.3736
28 H 2.8306 -2.6266 -1.2620
29 H 1.3933 -3.5062 -0.7592
30 Br 3.8954 -3.5067 -6.2431
31 C 2.9121 -2.3333 -5.1245
32 C 3.2097 -0.9816 -5.0825
33 Br 4.6015 -0.2759 -6.1607
34 C 2.4810 -0.1412 -4.2273
35 Br 2.8780 1.7132 -4.0881
36 C 1.4568 -0.6091 -3.4012
37 O 0.8192 0.1222 -2.5445
38 C 1.1042 -2.0166 -3.4884
39 O 0.1216 -2.4469 -2.7638
40 C 1.8707 -2.8313 -4.3265
41 Br 1.4212 -4.6777 -4.3119
42 C 3.3070 3.6254 1.2607
43 C 2.3493 3.3913 2.2382
44 C 1.1795 2.7135 1.9196
45 C 0.9513 2.2701 0.6193
46 C 1.9308 2.4950 -0.3512
47 C 3.0974 3.1752 -0.0371
48 Ge -0.6456 1.2336 0.0676
49 C -1.9569 1.3291 1.5874
50 C -3.2548 1.8027 1.3935
51 C -4.1995 1.7414 2.4082
52 C -3.8675 1.1911 3.6387
53 C -2.5801 0.7172 3.8502
54 C -1.6398 0.7823 2.8325
55 C -1.5178 2.3373 -1.3407
56 C -2.5282 1.7928 -2.1305
57 C -3.1982 2.5663 -3.0663
58 C -2.8584 3.9019 -3.2295
59 C -1.8426 4.4515 -2.4609
60 C -1.1744 3.6729 -1.5260
61 H 4.2166 4.1572 1.5135
62 H 2.5154 3.7364 3.2520
63 H 0.4350 2.5444 2.6885
64 H 1.7820 2.1095 -1.3575
65 H 3.8516 3.3400 -0.7967
66 H -3.5300 2.2337 0.4371
67 H -5.2004 2.1205 2.2382
68 H -4.6052 1.1296 4.4295
69 H -2.3137 0.2764 4.8037
70 H -0.6417 0.3973 3.0111
71 H -2.7875 0.7444 -2.0182
72 H -3.9808 2.1267 -3.6729
73 H -3.3775 4.5085 -3.9614
74 H -1.5678 5.4913 -2.5926
75 H -0.3770 4.1108 -0.9377

***

Entry 3:
Computed, not measured: a molecular structure, C34H31CuN3O12Te, with ωB97M-V with the def2-TZVPD basis set.

Properties
HOMO energy: -4.9744 eV
Net charge: -1

Cartesian coordinates (Å):
1 Cu -1.5500 0.2348 -2.0796
2 O -5.8054 1.9875 -1.8062
3 C -4.8852 1.2270 -1.1726
4 O -4.1861 1.6596 -0.2982
5 C -4.9759 -0.2046 -1.6383
6 O -3.9913 -0.9649 -1.0072
7 C -3.5671 -2.1158 -1.7368
8 C -3.1793 -1.8100 -3.1959
9 O -3.5374 -2.6008 -4.0609
10 O -2.4776 -0.7561 -3.3787
11 H -5.6891 2.8873 -1.4685
12 H -4.8787 -0.1966 -2.7273
13 H -5.9889 -0.5662 -1.4052
14 H -4.3428 -2.8859 -1.7372
15 H -2.6826 -2.4769 -1.2067
16 O 1.8015 -0.2012 -0.9727
17 C 1.2067 -1.2594 -1.3601
18 O 0.0527 -1.6112 -1.1177
19 C 2.0753 -2.2122 -2.1729
20 C 1.5293 -3.4036 -2.6349
21 C 2.3345 -4.2757 -3.3436
22 C 3.6614 -4.0117 -3.6244
23 C 4.1669 -2.8175 -3.1527
24 C 3.4038 -1.9141 -2.4331
25 N 5.5830 -2.5052 -3.4231
26 O 6.0313 -1.4736 -2.9666
27 O 6.2229 -3.3037 -4.0794
28 N 1.7722 -5.5592 -3.8128
29 O 2.4997 -6.2849 -4.4655
30 O 0.6209 -5.8052 -3.5325
31 H 0.4910 -3.6264 -2.4334
32 H 4.2699 -4.7067 -4.1794
33 H 3.8255 -0.9864 -2.0769
34 C 0.2778 -4.2027 3.9021
35 C 0.3341 -2.9108 3.1330
36 C 1.5405 -2.2719 2.8920
37 C 1.6132 -1.0939 2.1539
38 C 2.9688 -0.4567 1.9658
39 C 0.4239 -0.5554 1.6456
40 Te 0.6416 1.2880 0.6300
41 N -0.5678 1.4481 -0.9246
42 C -0.3995 2.5778 -1.6581
43 O -1.0621 2.7725 -2.6726
44 C 0.6179 3.6081 -1.2316
45 C 0.2836 4.6256 -0.3445
46 C 1.2449 5.5462 0.0521
47 C 2.5403 5.4555 -0.4365
48 C 2.8733 4.4443 -1.3295
49 C 1.9169 3.5232 -1.7263
50 C -0.7450 2.2696 1.9545
51 C -2.0125 2.6134 1.5021
52 C -2.8934 3.2933 2.3318
53 C -2.5011 3.6382 3.6160
54 C -1.2343 3.2948 4.0672
55 C -0.3420 2.6071 3.2498
56 C 1.0214 2.2337 3.7706
57 C -0.8117 -1.1568 1.8966
58 C -2.1221 -0.5985 1.4317
59 C -0.8248 -2.3360 2.6337
60 H 1.2513 -4.4558 4.3213
61 H -0.0339 -5.0237 3.2535
62 H -0.4416 -4.1419 4.7204
63 H 2.4580 -2.7013 3.2803
64 H 3.7468 -1.1252 2.3339
65 H 3.0510 0.4800 2.5248
66 H 3.1678 -0.2444 0.9170
67 H -0.7260 4.6906 0.0426
68 H 0.9796 6.3337 0.7465
69 H 3.2900 6.1714 -0.1232
70 H 3.8834 4.3690 -1.7120
71 H 2.1726 2.7188 -2.4052
72 H -2.3279 2.3267 0.5061
73 H -3.8844 3.5381 1.9712
74 H -3.1806 4.1700 4.2709
75 H -0.9292 3.5605 5.0735
76 H 1.1728 2.6193 4.7784
77 H 1.8137 2.6406 3.1356
78 H 1.1450 1.1477 3.8035
79 H -2.0430 -0.0405 0.5020
80 H -2.5422 0.0709 2.1860
81 H -2.8361 -1.4008 1.2593
82 H -1.7798 -2.8208 2.8095

***

Entry 4:
Computed, not measured: a molecular structure, C34H31GeN2OS3SiTc in a non-equilibrium geometry, with ωB97M-V with the def2-TZVPD basis set.

Properties
HOMO energy (alpha / beta): -13.3860 / -13.3891 eV
Net charge: +2

Cartesian coordinates (Å):
1 Tc -0.0674 0.8910 -0.2116
2 S 2.1056 1.5953 -0.1728
3 C 3.7342 1.3190 0.1442
4 N 4.5443 0.6190 -0.6308
5 C 5.9609 0.9089 -0.5050
6 C 6.1642 1.4855 0.8943
7 S 4.5472 2.1651 1.4016
8 H 4.1947 0.0923 -1.4194
9 H 6.2376 1.6396 -1.2786
10 H 6.5493 0.0021 -0.6538
11 H 6.8944 2.2899 0.9106
12 H 6.4447 0.7332 1.6298
13 C -2.8114 5.4848 3.6426
14 C -3.2833 4.3892 2.9374
15 C -2.5273 3.8226 1.9285
16 C -1.2730 4.3551 1.6154
17 C -0.7725 5.4260 2.3738
18 C -1.5443 5.9813 3.3733
19 Si -0.3152 3.9880 0.0587
20 C -0.9782 4.3737 -1.6530
21 C -0.3388 5.4231 -2.3300
22 C -0.9116 5.9695 -3.4609
23 C -2.1077 5.4737 -3.9549
24 C -2.7096 4.3926 -3.3312
25 C -2.1622 3.8532 -2.1835
26 H -3.4251 5.9580 4.3947
27 H -4.2511 3.9775 3.1670
28 H -2.9113 2.9598 1.4055
29 H 0.2115 5.8248 2.1673
30 H -1.1584 6.8129 3.9389
31 H 1.1314 4.2373 0.1687
32 H 0.5961 5.8175 -1.9551
33 H -0.4270 6.7955 -3.9526
34 H -2.5718 5.9364 -4.8124
35 H -3.6184 3.9810 -3.7353
36 H -2.6572 3.0199 -1.7020
37 O -4.0832 1.2899 0.6108
38 S -3.4029 0.8128 -0.5680
39 N -1.8771 1.0162 -0.4344
40 C -0.1163 -0.9363 0.0336
41 Ge -0.1820 -2.8910 0.0786
42 C -1.8218 -3.4715 1.0494
43 C -1.7550 -4.2917 2.1655
44 C -2.9201 -4.7531 2.7583
45 C -4.1540 -4.4010 2.2370
46 C -4.2209 -3.5761 1.1256
47 C -3.0606 -3.1115 0.5315
48 C -0.2335 -3.4798 -1.8180
49 C -0.2656 -4.8497 -2.0529
50 C -0.3022 -5.3407 -3.3469
51 C -0.3143 -4.4622 -4.4183
52 C -0.2921 -3.0954 -4.1882
53 C -0.2508 -2.6006 -2.8930
54 C 1.5018 -3.4194 0.9952
55 C 2.4571 -4.1967 0.3545
56 C 3.6013 -4.5892 1.0305
57 C 3.7986 -4.2080 2.3478
58 C 2.8569 -3.4121 2.9809
59 C 1.7132 -3.0168 2.3085
60 H -0.7930 -4.5770 2.5715
61 H -2.8633 -5.3958 3.6233
62 H -5.0601 -4.7824 2.6864
63 H -5.1833 -3.3046 0.7173
64 H -3.1078 -2.4771 -0.3464
65 H -0.2649 -5.5329 -1.2116
66 H -0.3243 -6.4073 -3.5157
67 H -0.3454 -4.8487 -5.4277
68 H -0.3090 -2.4188 -5.0311
69 H -0.2345 -1.5288 -2.7073
70 H 2.3020 -4.4987 -0.6738
71 H 4.3395 -5.1979 0.5302
72 H 4.6788 -4.5399 2.8808
73 H 3.0163 -3.1050 4.0041
74 H 0.9756 -2.3953 2.8012

***

Entry 5:
Computed, not measured: a molecular structure, C34H31IN4PPdS, with ωB97M-V with the def2-TZVPD basis set.

Properties
Spin multiplicity: 5
⟨S²⟩: 6.026
HOMO energy (alpha / beta): -15.8068 / -16.2838 eV
Energy above the lowest of the compared OMol25 structures with the same formula, charge and spin: 0.0 kcal/mol
Net charge: +3

Cartesian coordinates (Å):
1 Pd -0.6035 -0.1925 0.2053
2 C 0.5189 7.3901 -0.2690
3 C -0.1163 6.6299 0.7084
4 C -0.2580 5.2672 0.5336
5 C 0.2376 4.6641 -0.6318
6 C 0.8807 5.4326 -1.6142
7 C 1.0129 6.7955 -1.4259
8 P -0.0022 2.9313 -0.8526
9 C 1.1282 2.1830 -1.9809
10 C 0.7327 1.1960 -2.8963
11 C 1.6807 0.6012 -3.7094
12 C 3.0162 0.9804 -3.6155
13 C 3.4141 1.9539 -2.7040
14 C 2.4807 2.5467 -1.8745
15 C -1.6734 2.3925 -1.0912
16 C -2.7142 3.2851 -1.3925
17 C -3.9830 2.7939 -1.6491
18 C -4.2414 1.4300 -1.6047
19 C -3.2331 0.5174 -1.2782
20 C -2.0013 1.0429 -0.9717
21 H 0.6281 8.4574 -0.1292
22 H -0.4960 7.1033 1.6031
23 H -0.7485 4.6731 1.2964
24 H 1.2519 4.9723 -2.5209
25 H 1.4930 7.3987 -2.1840
26 H -0.3142 0.9453 -3.0125
27 H 1.3778 -0.1354 -4.4412
28 H 3.7506 0.5257 -4.2672
29 H 4.4520 2.2536 -2.6492
30 H 2.7914 3.2992 -1.1588
31 H -2.5107 4.3474 -1.4522
32 H -4.7765 3.4784 -1.9168
33 H -5.2328 1.0606 -1.8338
34 H -3.4465 -0.5425 -1.2601
35 C -3.2249 -2.8524 0.9304
36 N -2.5940 -2.9779 2.2270
37 C -2.8133 -4.1798 3.0573
38 C -2.2715 -3.7647 4.4369
39 N -1.6553 -2.4656 4.1343
40 C -1.9401 -2.0546 2.9064
41 S -1.5204 -0.4358 2.4334
42 H -3.0493 -3.7621 0.3570
43 H -2.7943 -2.0086 0.3996
44 H -4.2997 -2.7033 1.0430
45 H -2.2739 -5.0233 2.6260
46 H -3.8760 -4.4163 3.0782
47 H -1.5247 -4.4584 4.8147
48 H -3.0578 -3.6472 5.1805
49 H -1.1879 -1.8759 4.8039
50 I 2.5826 3.6080 3.5338
51 C 2.5685 2.0069 2.2223
52 C 3.7449 1.4530 1.7201
53 C 3.6665 0.3946 0.8305
54 C 2.4245 -0.0826 0.4526
55 N 1.2999 0.4405 0.9497
56 C 1.3637 1.4572 1.8175
57 H 4.7069 1.8462 2.0222
58 H 4.5593 -0.0567 0.4205
59 H 2.3184 -0.8891 -0.2606
60 H 0.4249 1.8320 2.2081
61 N 0.0201 -2.1870 -0.0599
62 C 0.3589 -3.2794 -0.1875
63 C 0.7683 -4.6299 -0.3506
64 C 0.1611 -5.4033 -1.3478
65 C 0.5670 -6.7146 -1.5090
66 C 1.5618 -7.2390 -0.6909
67 C 2.1618 -6.4638 0.2959
68 C 1.7707 -5.1506 0.4757
69 H -0.6021 -4.9791 -1.9863
70 H 0.1148 -7.3286 -2.2753
71 H 1.8765 -8.2651 -0.8263
72 H 2.9367 -6.8864 0.9199
73 H 2.2315 -4.5359 1.2374

***

Entry 6:
Computed, not measured: a molecular structure, C34H31MnNO4Sb2, with ωB97M-V with the def2-TZVPD basis set.

Properties
Spin multiplicity: 2
⟨S²⟩: 1.223
HOMO energy (alpha / beta): -13.3689 / -13.4154 eV
Net charge: +2

Cartesian coordinates (Å):
1 Mn -0.4375 -0.0162 -0.1797
2 O 1.9783 -0.3237 -3.4092
3 C 1.3593 -0.1870 -2.2794
4 O 0.1538 -0.3373 -2.1015
5 C 2.2363 0.1559 -1.0912
6 C 3.6117 0.2512 -1.0316
7 C 4.1834 0.4796 0.2218
8 C 3.3857 0.5777 1.3590
9 C 2.0132 0.4654 1.2015
10 N 1.4823 0.2806 -0.0016
11 C 0.9030 0.4293 2.2353
12 O 1.1269 0.6374 3.4999
13 O -0.2285 0.1756 1.8364
14 H 1.3658 -0.6528 -4.0963
15 H 4.2168 0.1418 -1.9200
16 H 5.2576 0.5612 0.3149
17 H 3.8411 0.7231 2.3294
18 H 2.0486 0.8392 3.7143
19 C -3.7947 1.3142 -0.0027
20 C -3.4967 -0.1259 0.4083
21 C -2.8693 -0.9514 -0.7231
22 Sb -1.6955 -2.6572 -0.0643
23 C -3.1971 -4.1230 -0.1151
24 C -2.8103 -5.4556 -0.2248
25 C -3.7768 -6.4463 -0.3055
26 C -5.1233 -6.1104 -0.2695
27 C -5.5079 -4.7839 -0.1511
28 C -4.5451 -3.7860 -0.0712
29 C -0.8043 -3.1086 -1.9333
30 C 0.5639 -3.3784 -1.9726
31 C 1.2150 -3.5902 -3.1822
32 C 0.4983 -3.5211 -4.3707
33 C -0.8684 -3.2648 -4.3429
34 C -1.5148 -3.0699 -3.1303
35 Sb -1.9660 2.2729 -0.5619
36 C -2.1952 4.2522 0.0574
37 C -2.5384 4.5211 1.3804
38 C -2.7347 5.8332 1.7836
39 C -2.5821 6.8686 0.8714
40 C -2.2343 6.5982 -0.4437
41 C -2.0387 5.2873 -0.8582
42 C -2.0594 2.3889 -2.6608
43 C -0.8637 2.4725 -3.3736
44 C -0.8678 2.5679 -4.7574
45 C -2.0750 2.5704 -5.4435
46 C -3.2710 2.4955 -4.7438
47 C -3.2642 2.4126 -3.3578
48 H -4.2216 1.8785 0.8273
49 H -4.4896 1.3838 -0.8402
50 H -4.4022 -0.6187 0.7716
51 H -2.8316 -0.1032 1.2805
52 H -2.2378 -0.3242 -1.3852
53 H -3.6286 -1.2987 -1.4276
54 H -1.7634 -5.7342 -0.2600
55 H -3.4792 -7.4822 -0.3962
56 H -5.8737 -6.8865 -0.3322
57 H -6.5574 -4.5244 -0.1183
58 H -4.8648 -2.7556 0.0258
59 H 1.1340 -3.4391 -1.0497
60 H 2.2704 -3.8299 -3.1996
61 H 0.9962 -3.7007 -5.3149
62 H -1.4311 -3.2379 -5.2667
63 H -2.5848 -2.8925 -3.1287
64 H -2.6604 3.7220 2.1034
65 H -3.0088 6.0475 2.8077
66 H -2.7395 7.8908 1.1875
67 H -2.1204 7.4084 -1.1511
68 H -1.7822 5.0862 -1.8913
69 H 0.0874 2.4973 -2.8478
70 H 0.0646 2.6599 -5.2990
71 H -2.0854 2.6462 -6.5224
72 H -4.2118 2.5147 -5.2769
73 H -4.2121 2.3801 -2.8341